(1)
{
  "formula": "C2H2Cl3F",
  "method": "wB97M-V/def2-TZVPD",
  "de_lowest_ev": 0.7102,
  "homo_lumo_gap_ev": 11.721,
  "e_lumo_ha": 0.0257,
  "elements": ["C", "C", "H", "H", "F", "Cl", "Cl", "Cl"],
  "positions_angstrom": [[-0.5163, -0.3816, -0.5117], [0.5119, 0.3401, 0.4970], [0.0355, -0.4174, -1.4820], [-1.3158, 0.4069, -0.5389], [0.2537, -0.2970, 1.6312], [-1.3898, -1.8393, -0.2516], [2.1831, 0.1203, 0.0316], [0.2376, 2.0681, 0.6244]],
  "forces_ev_per_angstrom": [[0.5, 4.0, -1.7], [-1.3, -2.2, -1.1], [-0.8, -0.1, 0.6], [0.7, -0.8, -0.5], [0.5, 0.2, 1.8], [0.4, -1.0, 0.8], [0.5, -0.4, -0.1], [-0.4, 0.1, 0.1]],
  "lowdin_charge": [-0.682, -1.337, 0.071, 0.053, -0.058, 0.627, 0.659, 0.667]
}



(2)
{
  "formula": "C6H12BF3N3O4S",
  "method": "wB97M-V/def2-TZVPD",
  "de_lowest_ev": 6.6872,
  "charge": 1,
  "homo_lumo_gap_ev": 6.502,
  "e_lumo_ha": -0.1902,
  "elements": ["C", "C", "N", "C", "F", "F", "F", "N", "C", "N", "O", "B", "O", "O", "H", "H", "H", "H", "H", "H", "C", "S", "O", "C", "H", "H", "H", "H", "H", "H"],
  "positions_angstrom": [[-0.7348, -0.2449, 3.3055], [-0.6665, 0.1588, 1.7177], [0.2491, 1.1352, 1.0005], [1.3432, 2.0221, 1.6012], [1.3423, 3.2718, 0.7699], [1.0283, 2.4041, 2.9971], [2.6229, 1.2635, 1.4653], [0.0134, 1.1883, -0.3791], [-1.1263, 0.2932, -0.8169], [-1.5108, -0.3304, 0.5246], [-2.5400, -1.2270, 0.6372], [-3.6543, -0.3664, 1.1688], [-4.5636, -0.8281, 2.2761], [-3.9007, 1.0276, 0.6648], [0.2947, -0.5000, 3.8002], [-1.2722, 0.6292, 3.8720], [-1.4198, -1.2116, 3.4413], [-1.6107, 0.1117, -1.8714], [-5.4241, -1.1294, 1.8591], [-3.2288, 1.5735, 1.2075], [2.9066, -1.5622, -4.0464], [2.0747, -1.7752, -2.4549], [0.6004, -1.8425, -2.7215], [2.4377, -0.1161, -1.8296], [2.7761, -2.4764, -4.6308], [2.4686, -0.7205, -4.5886], [3.9725, -1.3888, -3.8813], [2.0285, 0.6369, -2.5070], [3.5186, 0.0108, -1.7355], [1.9749, -0.0074, -0.8458]],
  "forces_ev_per_angstrom": [[-1.1, -0.5, -0.4], [0.5, 0.9, -4.2], [-3.7, -3.2, 0.7], [0.9, 1.7, -0.6], [0.4, -4.8, 3.3], [1.4, -1.8, -5.2], [-4.6, 3.2, 0.9], [-3.8, -2.6, -1.0], [4.1, 2.0, 6.7], [3.9, 2.7, -0.2], [-1.3, 2.3, 1.7], [-3.1, 1.1, 1.4], [1.8, 0.0, -4.3], [3.0, -2.7, 2.4], [-1.8, 0.8, -1.4], [1.2, -1.6, -1.1], [1.4, 2.1, -0.7], [1.2, 0.3, 2.4], [1.2, 0.6, 0.9], [-1.7, -0.7, -1.4], [-0.1, 0.0, -0.1], [0.0, 0.0, -0.2], [0.2, 0.4, 0.2], [0.0, 0.0, 0.0], [0.0, 0.1, 0.2], [0.0, -0.1, 0.1], [-0.1, 0.0, 0.1], [0.0, -0.1, 0.0], [-0.1, -0.1, 0.0], [0.2, -0.2, -0.3]],
  "lowdin_charge": [0.014, 0.058, 0.002, -0.169, 0.059, 0.072, 0.060, 0.107, 0.171, -0.058, 0.111, -0.406, 0.073, 0.069, 0.122, 0.121, 0.131, 0.198, 0.134, 0.134, -0.259, 0.822, -0.580, -0.285, 0.057, 0.062, 0.058, 0.061, 0.062, -0.001]
}



(3)
{
  "formula": "C22H51BCuN4O2Si2",
  "method": "wB97M-V/def2-TZVPD",
  "multiplicity": 2,
  "de_lowest_ev": 3.7993,
  "homo_lumo_gap_ev": [5.983, 5.935],
  "e_lumo_ha": [-0.0048, -0.0049],
  "elements": ["O", "O", "C", "C", "H", "H", "H", "H", "H", "C", "C", "H", "H", "H", "H", "H", "C", "C", "C", "H", "H", "H", "H", "H", "C", "H", "H", "H", "H", "H", "H", "Cu", "C", "Si", "H", "H", "C", "C", "C", "C", "Si", "H", "H", "C", "C", "C", "H", "H", "H", "H", "H", "H", "H", "H", "H", "H", "H", "H", "H", "H", "H", "H", "H", "H", "B", "N", "C", "C", "C", "N", "N", "C", "C", "C", "N", "H", "H", "H", "H", "H", "H", "H", "H"],
  "positions_angstrom": [[-0.5306, -1.1999, -1.9476], [0.5409, 0.4054, -3.1677], [0.1447, -2.4202, -2.3392], [-0.5259, -3.7190, -1.8499], [1.1708, -2.4165, -1.9826], [0.2812, -2.4591, -3.4190], [-0.6032, -3.7380, -0.7643], [0.0610, -4.5878, -2.1476], [-1.5256, -3.8461, -2.2636], [-1.7924, -1.0615, -2.6548], [-1.8538, -1.2955, -4.1859], [-2.1542, -0.0577, -2.4497], [-2.5179, -1.7465, -2.2280], [-1.0871, -0.7322, -4.7144], [-2.8177, -0.9773, -4.5818], [-1.7320, -2.3464, -4.4448], [0.0679, 1.7456, -3.0191], [1.8076, 0.1198, -3.7552], [-0.8353, 2.1639, -4.1821], [0.8971, 2.4440, -2.8985], [-0.5268, 1.8068, -2.1103], [-0.3255, 2.1129, -5.1406], [-1.1781, 3.1888, -4.0471], [-1.7181, 1.5311, -4.2423], [1.8177, 0.3836, -5.2611], [2.0511, -0.9264, -3.5836], [2.5884, 0.7046, -3.2762], [0.9795, -0.1080, -5.7529], [2.7365, 0.0093, -5.7103], [1.7662, 1.4499, -5.4729], [0.2448, -0.2454, -2.4197], [-0.0980, -0.2412, 1.7951], [1.4810, -0.2381, 0.4933], [3.3279, 0.2364, 0.6724], [1.2252, -1.2639, 0.7311], [0.7830, 0.5341, 0.1911], [4.3204, -0.9407, -0.4006], [4.1483, 0.0536, 2.3455], [3.6513, 2.0032, 0.1441], [-1.8636, -1.2828, 1.2559], [-3.4454, -0.2354, 1.1493], [-1.7802, -1.4692, 2.3169], [-2.0723, -2.2756, 0.8625], [-4.6841, -1.0252, -0.0121], [-3.0590, 1.4841, 0.5449], [-4.2776, -0.1591, 2.8194], [3.0871, 2.2727, -0.7449], [4.7071, 2.1614, -0.0688], [3.3694, 2.6976, 0.9332], [4.0020, -1.9704, -0.2485], [5.3809, -0.8843, -0.1597], [4.2276, -0.7180, -1.4593], [3.8473, -0.8435, 2.8763], [3.9508, 0.9187, 2.9728], [5.2300, 0.0063, 2.2301], [-3.4264, 1.6463, -0.4674], [-1.9866, 1.6605, 0.5332], [-3.5130, 2.2399, 1.1840], [-5.1973, 0.4224, 2.7674], [-3.6406, 0.3094, 3.5619], [-4.5377, -1.1545, 3.1762], [-5.6802, -0.6164, 0.1537], [-4.7413, -2.1017, 0.1441], [-4.4395, -0.8463, -1.0575], [-0.5939, 0.9472, 4.7355], [-0.2822, 1.9752, 3.6352], [-0.1294, 3.3053, 3.7730], [0.1181, 3.8429, 2.5246], [0.1122, 2.7687, 1.6566], [-0.1506, 1.6508, 2.3614], [0.3052, -0.3027, 4.6390], [0.8972, -0.9545, 5.6555], [1.5167, -2.0787, 5.1424], [1.2666, -2.0497, 3.7816], [0.5358, -0.9557, 3.5112], [-1.6940, 0.5678, 4.5275], [-0.5833, 1.4319, 5.8255], [-0.1924, 3.8481, 4.7074], [0.3008, 4.8805, 2.2795], [0.3108, 2.8023, 0.5936], [0.8586, -0.6543, 6.6951], [2.0737, -2.8254, 5.6918], [1.6043, -2.7646, 3.0441]],
  "forces_ev_per_angstrom": [[-0.2, -1.3, -0.7], [0.8, 1.2, -1.0], [0.2, -1.3, 0.3], [-0.1, 0.6, 0.0], [0.0, 0.5, 0.7], [-0.4, 0.2, -0.3], [0.0, 0.2, 0.0], [0.1, 0.1, -0.2], [0.0, 0.0, 0.0], [-1.0, -0.1, -0.5], [0.8, -0.1, 0.4], [0.2, 0.1, 0.3], [0.1, 0.0, 0.5], [0.0, 0.0, -0.1], [-0.1, 0.1, 0.3], [0.0, 0.0, 0.0], [-0.8, 1.6, -0.4], [1.4, 0.1, -1.3], [0.2, -0.2, 0.0], [0.2, -0.3, 0.0], [0.2, -0.4, 0.3], [0.1, 0.0, 0.0], [0.1, 0.0, 0.2], [0.0, 0.0, 0.1], [-0.2, 0.2, 0.3], [-0.4, 0.0, 0.3], [-0.1, 0.2, 0.3], [0.0, -0.1, 0.0], [0.1, -0.1, 0.2], [0.0, 0.0, 0.0], [-1.0, -1.1, 1.0], [-1.0, -0.7, -0.8], [2.3, 0.9, 0.7], [-1.1, -0.5, 0.1], [-0.2, -0.3, -0.8], [-0.2, -0.3, -0.8], [0.1, 0.0, -0.2], [-0.1, 0.1, 0.1], [-0.1, 0.0, -0.1], [-0.8, 1.2, -0.3], [1.6, -1.5, 0.3], [-0.2, -0.4, 0.9], [0.3, -0.2, -0.4], [-0.3, 0.1, -0.2], [-0.1, 0.5, -0.2], [-0.3, 0.3, 0.0], [-0.1, 0.1, -0.2], [0.1, 0.0, 0.0], [-0.1, 0.1, 0.1], [-0.1, -0.1, 0.0], [0.1, 0.0, 0.0], [-0.1, 0.0, -0.3], [-0.2, -0.1, 0.2], [-0.2, 0.0, 0.2], [0.2, 0.0, -0.2], [-0.2, 0.1, -0.2], [0.1, -0.1, 0.1], [0.0, 0.2, 0.0], [-0.2, 0.1, 0.0], [0.2, 0.0, 0.1], [0.0, -0.1, 0.0], [-0.2, 0.1, 0.0], [0.0, -0.1, 0.0], [0.1, 0.0, -0.2], [-0.9, -0.4, -0.1], [0.5, 1.3, 0.5], [0.1, 0.4, 0.1], [0.2, 0.8, 0.0], [-0.1, -0.4, 0.7], [0.3, 0.6, -1.3], [0.9, 0.0, 1.1], [0.1, -0.3, 0.3], [0.3, -0.4, 0.6], [-0.2, 0.6, 0.3], [0.6, -1.1, -0.4], [-0.7, -0.2, -0.1], [0.5, 0.2, 0.2], [-0.1, -0.5, 0.0], [-0.1, -0.1, 0.1], [-0.1, -0.4, 0.1], [-0.2, 0.3, -0.3], [-0.1, 0.1, 0.0], [-0.2, 0.3, -0.2]],
  "lowdin_spin": [0.003, 0.003, 0.003, 0.000, 0.003, 0.000, 0.000, 0.000, 0.000, 0.000, 0.000, 0.000, 0.000, 0.000, 0.000, 0.000, 0.000, 0.002, 0.000, 0.000, 0.000, 0.000, 0.000, 0.000, 0.000, 0.000, 0.001, 0.000, 0.000, 0.000, 0.003, 0.435, 0.357, 0.055, 0.019, 0.020, 0.013, 0.010, 0.000, 0.011, 0.001, 0.004, 0.001, 0.000, 0.000, 0.001, 0.000, 0.000, 0.000, 0.000, 0.002, 0.000, 0.000, 0.000, 0.001, 0.000, 0.000, 0.000, 0.000, 0.000, 0.000, 0.000, 0.000, 0.000, 0.000, 0.002, 0.002, 0.000, 0.002, 0.018, 0.003, 0.002, 0.000, 0.001, 0.020, 0.000, 0.000, 0.000, 0.000, 0.000, 0.000, 0.000, 0.000]
}